Entry 1:
Computed, not measured: a structure of composition C5H6O in a non-equilibrium geometry, with ωB97M-V/def2-TZVPD.

Positions of all 12 atoms, in Å:
C1 1.11 -0.62 0.00
C2 -0.20 -0.52 0.80
C3 -0.42 0.98 0.56
O1 -1.74 0.85 -0.18
C4 -0.93 -0.23 -0.58
C5 0.39 0.55 -0.68
H1 1.14 -1.53 -0.62
H2 2.08 -0.45 0.46
H3 -0.48 -1.08 1.70
H4 -0.42 1.84 1.23
H5 -1.26 -1.03 -1.24
H6 0.73 1.23 -1.46

Properties
LUMO energy = 0.04021 Eh
Relative energy (zero: lowest compared OMol25 entry of this formula, charge and spin) = 90.2 kcal per mole

***

Entry 2:
Computed, not measured: a structure of composition C36H37BN13OTeTi in a non-equilibrium geometry, with ωB97M-V/def2-TZVPD.

Positions of all 90 atoms, in Å:
Ti1 0.70 0.73 1.08
C1 -2.40 3.32 2.65
C2 -1.49 2.29 2.76
N1 -0.80 2.15 1.62
N2 -1.26 3.10 0.76
C3 -2.23 3.80 1.36
B1 -0.71 3.07 -0.69
N3 0.85 3.21 -0.63
C4 1.62 4.16 -1.18
C5 2.95 3.82 -1.00
C6 2.91 2.61 -0.32
N4 1.64 2.25 -0.09
N5 -1.04 1.66 -1.28
C7 -1.79 1.32 -2.34
C8 -1.74 -0.05 -2.49
C9 -0.93 -0.49 -1.45
N6 -0.51 0.55 -0.72
N7 -1.23 4.15 -1.61
C10 -1.04 4.25 -2.96
C11 -1.36 5.52 -3.34
C12 -1.71 6.17 -2.14
N8 -1.63 5.35 -1.11
H1 -3.10 3.68 3.39
H2 -1.30 1.63 3.59
H3 -2.71 4.61 0.84
H4 1.18 5.02 -1.66
H5 3.81 4.37 -1.32
H6 3.72 1.99 0.03
H7 -2.33 2.06 -2.90
H8 -2.24 -0.65 -3.23
H9 -0.66 -1.49 -1.16
H10 -0.68 3.42 -3.54
H11 -1.34 5.92 -4.34
H12 -2.04 7.19 -2.00
N9 0.28 -2.42 4.08
C13 -0.33 -1.85 3.04
N10 0.30 -0.73 2.76
C14 1.31 -0.67 3.69
N11 1.31 -1.69 4.51
C15 2.19 0.48 3.75
C16 3.20 0.64 4.69
N12 3.90 1.77 4.76
C17 3.59 2.74 3.91
C18 2.62 2.57 2.93
N13 1.93 1.43 2.84
H13 0.03 -3.28 4.56
H14 -1.18 -2.25 2.52
H15 3.43 -0.15 5.40
H16 4.13 3.67 3.99
H17 2.39 3.35 2.21
C19 -4.75 -0.22 -0.21
Te1 -3.54 -0.70 1.49
C20 -4.57 -2.58 1.52
C21 -5.61 -2.50 0.43
C22 -6.50 -3.56 0.24
C23 -7.46 -3.50 -0.76
C24 -7.54 -2.39 -1.58
C25 -6.66 -1.34 -1.40
C26 -5.69 -1.39 -0.40
H18 -4.11 -0.08 -1.08
H19 -5.29 0.70 -0.01
H20 -5.03 -2.73 2.50
H21 -3.87 -3.39 1.33
H22 -6.45 -4.42 0.89
H23 -8.15 -4.33 -0.89
H24 -8.29 -2.34 -2.36
H25 -6.72 -0.46 -2.03
C27 5.85 -5.47 -2.13
C28 4.95 -4.31 -1.82
C29 4.53 -3.42 -2.77
C30 3.67 -2.33 -2.46
C31 3.27 -1.42 -3.57
C32 3.21 -2.12 -1.11
C33 2.39 -1.00 -0.83
O1 1.91 -0.70 0.34
C34 3.63 -3.04 -0.12
C35 3.22 -2.94 1.32
C36 4.48 -4.11 -0.50
H26 6.12 -5.48 -3.19
H27 5.37 -6.42 -1.89
H28 6.77 -5.41 -1.54
H29 4.86 -3.56 -3.79
H30 3.67 -1.77 -4.52
H31 3.64 -0.41 -3.40
H32 2.18 -1.36 -3.65
H33 2.14 -0.33 -1.65
H34 2.13 -2.90 1.42
H35 3.61 -2.02 1.77
H36 3.60 -3.79 1.88
H37 4.80 -4.81 0.27

Properties
Total charge = +2
LUMO energy (spin up / spin down) = -0.23041 / -0.23190 Eh
Multiplicity = 2
Relative energy (zero: lowest compared OMol25 entry of this formula, charge and spin) = 16.9 kcal per mole

***

Entry 3:
Computed, not measured: a structure of composition C23H19ClMnN6O3, with ωB97M-V/def2-TZVPD.

Positions of all 53 atoms, in Å:
Mn1 0.37 -0.37 0.34
N1 -1.03 0.91 -3.63
C1 -0.03 0.96 -2.75
N2 -0.45 0.47 -1.60
C2 -1.73 0.09 -1.87
N3 -2.12 0.34 -3.09
C3 -2.54 -0.56 -0.83
C4 -3.89 -0.85 -0.98
N4 -4.58 -1.44 -0.01
C5 -3.93 -1.73 1.11
C6 -2.58 -1.45 1.26
N5 -1.89 -0.87 0.29
H1 -0.99 1.10 -4.62
H2 0.95 1.36 -2.95
H3 -4.41 -0.60 -1.90
H4 -4.49 -2.20 1.90
H5 -2.05 -1.68 2.18
C7 1.34 -2.32 0.13
C8 1.25 -2.31 -1.32
C9 0.08 -2.74 -1.99
C10 -0.13 -2.47 -3.32
C11 0.84 -1.78 -4.06
C12 2.06 -1.46 -3.45
C13 2.26 -1.74 -2.12
C14 0.53 -1.26 -5.36
N6 0.27 -0.74 -6.35
H6 2.36 -2.30 0.51
H7 0.74 -3.09 0.61
H8 -0.69 -3.26 -1.42
H9 -1.06 -2.75 -3.80
H10 2.84 -0.98 -4.04
H11 3.20 -1.47 -1.65
C15 4.00 1.53 -1.95
C16 4.25 0.93 -0.59
C17 5.48 0.39 -0.25
C18 5.69 -0.14 1.01
Cl1 7.25 -0.81 1.40
C19 4.69 -0.15 1.96
C20 3.45 0.37 1.63
C21 3.24 0.89 0.36
O1 1.99 1.37 -0.02
C22 1.50 2.49 0.75
C23 0.54 2.11 1.89
O2 0.24 2.99 2.67
O3 0.13 0.89 1.89
H12 4.92 1.56 -2.53
H13 3.62 2.55 -1.86
H14 3.26 0.95 -2.50
H15 6.29 0.39 -0.97
H16 4.87 -0.57 2.94
H17 2.64 0.36 2.35
H18 0.94 3.12 0.05
H19 2.34 3.06 1.14

Properties
LUMO energy (spin up / spin down) = -0.03072 / -0.03356 Eh
Multiplicity = 6
Relative energy (zero: lowest compared OMol25 entry of this formula, charge and spin) = 0.0 kcal per mole

***

Entry 4:
Computed, not measured: a structure of composition C25H54Br5Cl4F4KMgN4O4PS in a non-equilibrium geometry, with ωB97M-V/def2-TZVPD.

Positions of all 104 atoms, in Å:
O1 4.38 1.31 3.43
P1 3.75 1.50 1.78
O2 3.87 3.24 1.47
S1 5.04 0.52 0.64
C1 1.96 0.83 1.57
C2 1.25 1.82 0.43
C3 2.14 1.98 -0.94
C4 1.22 2.15 -2.32
F1 0.57 3.50 -2.28
Br1 -0.03 0.62 -2.62
C5 2.27 2.22 -3.62
F2 3.42 3.15 -3.38
F3 1.58 2.75 -4.85
Br2 3.06 0.43 -4.05
C6 1.18 1.10 2.97
N1 0.55 -0.09 3.65
C7 1.47 -0.75 4.71
C8 2.74 -1.57 4.08
C9 2.40 -3.17 3.73
F4 1.93 -3.90 4.96
C10 -0.10 -1.10 2.72
C11 0.48 -1.12 1.19
N2 1.88 -0.57 1.02
H1 4.17 2.12 3.98
H2 3.39 3.64 2.26
H3 1.13 2.88 0.96
H4 0.15 1.46 0.19
H5 2.86 1.06 -1.17
H6 2.81 2.96 -0.90
H7 1.82 1.66 3.81
H8 0.28 1.86 2.75
H9 -0.24 0.30 4.23
H10 1.89 0.12 5.36
H11 0.78 -1.43 5.40
H12 3.55 -1.64 4.96
H13 3.29 -1.05 3.19
H14 1.68 -3.29 2.81
H15 3.43 -3.65 3.43
H16 -1.25 -0.76 2.63
H17 -0.16 -2.17 3.23
H18 0.53 -2.27 0.87
H19 -0.33 -0.64 0.47
H20 2.17 -0.64 0.02
Cl1 4.29 -2.60 6.56
C12 4.79 4.85 5.20
O3 3.71 4.24 4.52
H21 5.69 4.23 5.08
H22 4.98 5.84 4.78
H23 4.55 4.93 6.26
H24 2.94 4.82 4.64
Cl2 0.07 -4.24 5.15
Mg1 6.21 5.14 3.30
C13 -2.15 5.25 -2.16
C14 -3.26 4.26 -2.41
O4 -3.63 3.46 -1.55
N3 -3.86 4.27 -3.64
C15 -3.58 5.12 -4.77
H25 -1.77 5.13 -1.14
H26 -1.33 5.08 -2.86
H27 -2.53 6.27 -2.27
H28 -4.59 3.57 -3.73
H29 -4.49 5.66 -5.02
H30 -3.29 4.48 -5.61
H31 -2.77 5.83 -4.57
C16 -8.90 -1.02 -3.29
C17 -7.47 -0.49 -3.24
N4 -6.58 -1.09 -4.24
C18 -5.16 -0.76 -4.01
C19 -4.75 0.70 -4.15
C20 -7.01 -1.02 -5.63
C21 -7.26 0.36 -6.23
H32 -8.92 -2.11 -3.16
H33 -9.49 -0.57 -2.48
H34 -9.41 -0.76 -4.23
H35 -7.08 -0.70 -2.24
H36 -7.50 0.61 -3.34
H37 -4.54 -1.37 -4.68
H38 -4.89 -1.09 -3.00
H39 -4.69 1.01 -5.20
H40 -3.75 0.84 -3.73
H41 -5.42 1.38 -3.63
H42 -7.93 -1.61 -5.73
H43 -6.29 -1.55 -6.27
H44 -7.80 1.02 -5.55
H45 -7.87 0.27 -7.13
H46 -6.33 0.85 -6.52
Cl3 6.84 -2.15 -2.21
C22 6.86 -3.15 -3.68
C23 5.82 -2.71 -4.70
Cl4 4.16 -3.04 -4.14
H47 6.72 -4.20 -3.39
H48 7.86 -3.06 -4.11
H49 5.95 -3.26 -5.63
H50 5.90 -1.64 -4.91
Br3 -0.58 -7.78 7.55
C24 1.35 -8.03 7.74
C25 2.03 -6.72 8.06
Br4 2.20 -5.61 6.46
H51 1.70 -8.50 6.82
H52 1.46 -8.73 8.57
H53 3.06 -6.89 8.39
H54 1.51 -6.12 8.81
Br5 -1.23 -8.66 5.44
K1 8.54 -3.63 -5.95

Properties
Total charge = +1
LUMO energy = -0.16193 Eh